One molecule with the formula C3H6N2O2 at a distorted geometry, computed with ωB97M-V with the def2-TZVPD basis set.

Its multiplicity is 1. For the HOMO energy, the calculation gives -9.715 eV. The maximum force comes out at 4.0 eV/Å. As for the SMILES: [H]/N=C/CC(=O)NO.

```
13
Properties=species:S:1:pos:R:3:forces:R:3
H -0.05058 1.42503 -2.79403 0.4028 3.1735 -1.2842
N -0.21768 0.60503 -2.34273 0.6432 -3.2572 -2.3084
C -0.53614 0.63913 -1.16460 -0.4016 -0.2006 0.6189
C -0.76753 -0.67103 -0.51605 0.3229 -1.0269 0.3901
C -0.23314 -0.49212 0.90605 -1.2661 0.9654 2.0953
O -0.91214 -0.21178 1.90347 -0.2531 -0.6947 -1.1560
N 1.07746 -0.23259 1.01197 1.8713 -0.7280 -1.0766
O 1.70409 -0.01073 2.24664 0.0825 -0.5810 -0.9760
H -0.63330 1.57541 -0.68288 -0.3456 0.8219 1.3072
H -0.34110 -1.46748 -1.20385 -0.0446 0.9469 1.1894
H -1.83176 -0.87007 -0.50949 -0.2781 -0.0088 0.5372
H 1.71098 -0.72099 0.39203 0.1240 0.2571 0.1367
H 1.03083 0.43219 2.75348 -0.8576 0.3323 0.5263
```
Forces are in eV/Å.

These are the natural (NBO) partial charges, in e, on atoms 1 to 8: atom 1 (H): 0.3379, atom 2 (N): -0.6160, atom 3 (C): 0.1441, atom 4 (C): -0.5610, atom 5 (C): 0.6217, atom 6 (O): -0.6371, atom 7 (N): -0.3180, atom 8 (O): -0.5285

One molecule with the formula C3H6N2O2 at a distorted geometry, computed with ωB97M-V with the def2-TZVPD basis set.

Its multiplicity is 3. For the HOMO energy (alpha / beta), the calculation gives -6.311 / -9.815 eV. The maximum force comes out at 5.0 eV/Å. As for the expectation value of S²: 2.010.

```
13
Properties=species:S:1:pos:R:3:forces:R:3
C -0.87243 0.15170 -0.04087 -4.9153 0.4293 0.4470
C 0.44402 0.55426 0.09837 4.4751 -0.0702 0.7665
C -1.42122 -1.22411 -0.13798 -0.8287 0.1196 3.8864
N 0.87943 1.85026 0.17224 1.7202 -2.0778 -2.6173
N 1.57597 -0.39334 0.09018 -3.6524 2.4827 -0.0546
O 1.31634 -1.58829 0.20682 -0.0859 -1.3770 0.1772
O 2.68046 0.09229 -0.10163 2.1123 0.8111 -0.3596
H -1.67872 1.00041 0.07322 1.7657 -1.7078 -0.2175
H -0.74269 -2.01489 -0.27579 0.8744 -0.5840 -0.8814
H -1.86891 -1.60674 0.94975 1.0602 1.2809 -1.8665
H -2.32808 -1.27935 -0.66410 -0.9621 0.0230 -1.2833
H 0.26875 2.64598 0.13194 -0.4118 -0.1084 -0.1647
H 1.74707 1.81182 -0.50216 -1.1517 0.7787 2.1677
```
Forces are in eV/Å.

These are the natural (NBO) partial charges, in e, on atoms 1 to 8: atom 1 (C): -0.1194, atom 2 (C): 0.2617, atom 3 (C): -0.6692, atom 4 (N): -0.6801, atom 5 (N): 0.4026, atom 6 (O): -0.4692, atom 7 (O): -0.5118, atom 8 (H): 0.1984

An isolated ion of composition C3H6N2O2 and charge +1 at a distorted geometry, computed with ωB97M-V with the def2-TZVPD basis set.

Its multiplicity is 2. For the HOMO energy (alpha / beta), the calculation gives -15.074 / -14.920 eV. The maximum force comes out at 8.7 eV/Å. As for the expectation value of S²: 0.758. The charge is +1.

```
13
Properties=species:S:1:pos:R:3:forces:R:3
O -0.95617 -1.58487 0.59826 0.4140 2.1034 1.5961
C -0.44768 -0.48649 0.38767 -4.8398 -5.1364 -5.0286
N -0.75499 0.03710 -0.89765 0.3964 1.1714 2.5794
C 0.27833 0.68747 -1.52267 -0.3046 2.2939 -4.6598
O 0.13683 1.55376 -2.40712 0.5361 -2.7452 3.1556
C 0.78014 -0.07478 1.01242 2.7112 3.0102 2.6852
N 0.76289 -0.05503 2.45233 -1.4644 -1.8406 -1.1070
H -1.68286 0.00908 -1.29192 -0.2977 -0.1017 0.1623
H 1.17659 0.08566 -1.34414 0.8100 0.9208 -0.1493
H 1.50388 -0.75942 0.62924 0.9137 -0.3514 -0.0017
H 0.98102 0.96249 0.60946 0.0113 -0.7670 0.6790
H 0.96719 -0.99433 2.85743 0.2935 1.0562 0.0369
H -0.11113 0.31371 2.86352 0.8202 0.3866 0.0520
```
Forces are in eV/Å.

These are the natural (NBO) partial charges, in e, on atoms 1 to 8: atom 1 (O): -0.3388, atom 2 (C): 0.6428, atom 3 (N): -0.6183, atom 4 (C): 0.4749, atom 5 (O): -0.4357, atom 6 (C): -0.3811, atom 7 (N): -0.3766, atom 8 (H): 0.4667